The following is a DFT calculation (the ωB97M-V functional and the def2-TZVPD basis) of an isolated molecule of C21H27N3O5S at a distorted geometry.

## Properties
SMILES string: COCCOC(=O)C1=C(C)NC(SCC(=O)NC(C)(C)C)=C(C#N)[C@@H]1c1ccco1
HOMO-LUMO gap, eV: 8.53
ΔE to the lowest compared entry with this formula, charge and spin, eV: 2.115

The geometry in ORCA input format:
```
! RIJCOSX wB97M-V def2-TZVPD def2/J DEFGRID3
* xyz 0 1
C -4.104 0.476 6.107
H -4.469 1.430 5.711
O -3.850 -0.441 5.068
C -3.045 0.059 4.033
C -1.565 0.208 4.425
H -1.434 1.035 5.131
H -1.195 -0.724 4.856
O -0.777 0.448 3.270
C -0.732 1.723 2.823
O -1.276 2.631 3.415
C 0.029 1.821 1.580
C 0.164 2.968 0.873
N 0.895 2.965 -0.290
C 1.737 1.943 -0.641
C 1.676 0.763 0.018
C 2.558 -0.300 -0.150
N 3.268 -1.203 -0.243
C 0.535 0.514 0.997
C -0.603 -0.174 0.303
C -1.154 -1.410 0.470
C -2.231 -1.488 -0.446
C -2.251 -0.295 -1.099
O -1.273 0.507 -0.651
H -2.883 0.091 -1.873
H -2.892 -2.316 -0.595
H -0.833 -2.163 1.159
H 0.885 -0.148 1.794
S 2.881 2.460 -1.877
C 3.428 0.936 -2.686
C 2.232 0.074 -3.108
O 1.152 0.564 -3.357
N 2.554 -1.223 -3.221
H 3.431 -1.530 -2.829
C 1.614 -2.295 -3.568
C 1.069 -2.041 -4.975
H 0.376 -2.830 -5.253
H 0.546 -1.089 -5.000
H 1.882 -2.015 -5.697
C 2.401 -3.603 -3.525
H 3.227 -3.577 -4.233
H 2.795 -3.774 -2.526
H 1.752 -4.435 -3.785
C 0.475 -2.327 -2.548
H 0.872 -2.463 -1.545
H -0.075 -1.391 -2.582
H -0.209 -3.141 -2.770
H 3.947 1.282 -3.583
H 4.129 0.408 -2.042
H 0.956 3.819 -0.825
C -0.396 4.304 1.226
H -1.014 4.669 0.406
H -0.996 4.237 2.127
H 0.412 5.016 1.388
H -3.118 -0.668 3.219
H -3.419 1.031 3.680
H -3.213 0.662 6.715
H -4.873 0.023 6.730
*
```

natural (NBO) population analysis, charges in e, atoms 1 to 2:
1 C -0.2507
2 H 0.1687


The following is a DFT calculation (the ωB97M-V functional and the def2-TZVPD basis) of an isolated molecule of C4H7O3 at a distorted geometry.

## Properties
HOMO-LUMO gap (alpha / beta), eV: 10.63 / 7.67
ΔE to the lowest compared entry with this formula, charge and spin, eV: 1.094

The geometry in ORCA input format:
```
! RIJCOSX wB97M-V def2-TZVPD def2/J DEFGRID3
* xyz 0 2
C 0.613 -1.822 0.953
O 0.338 -1.621 2.173
C 0.226 -0.668 -0.403
C -0.767 0.376 0.032
C -0.516 1.591 -0.783
O 0.541 2.301 -0.195
O -1.177 2.180 -1.575
H 1.656 -1.779 0.644
H 0.178 -2.711 0.480
H -0.080 -1.365 -1.217
H 1.109 -0.215 -0.682
H -1.848 0.055 -0.055
H -0.688 0.340 1.084
H 0.416 3.337 -0.456
*
```

natural (NBO) population analysis, charges in e, atoms 1 to 2:
1 C -0.0495
2 O -0.3829


The following is a DFT calculation (the ωB97M-V functional and the def2-TZVPD basis) of an isolated molecule of C5H9NO at a distorted geometry.

## Properties
SMILES string: C=C(CC)NC=O
HOMO-LUMO gap, eV: 10.32
ΔE to the lowest compared entry with this formula, charge and spin, eV: 1.746

The geometry in ORCA input format:
```
! RIJCOSX wB97M-V def2-TZVPD def2/J DEFGRID3
* xyz 0 1
C -1.612 -0.892 -0.979
C 0.457 -0.988 0.395
C 1.771 -0.252 0.649
C -0.507 -0.275 -0.563
C -0.951 1.716 0.115
N -0.198 1.055 -0.935
O -0.476 2.336 1.028
H 0.790 1.277 -0.835
H -2.031 1.662 -0.082
H -2.258 -0.444 -1.714
H -1.890 -1.861 -0.611
H 0.662 -1.988 0.011
H -0.071 -1.098 1.347
H 2.345 -0.140 -0.270
H 2.369 -0.833 1.349
H 1.601 0.726 1.094
*
```

natural (NBO) population analysis, charges in e, atoms 1 to 2:
1 C -0.4336
2 C -0.4559


The following is a DFT calculation (the ωB97M-V functional and the def2-TZVPD basis) of a cluster of 7 separate species, C48H106N4O10 in total at a distorted geometry.

## Properties
SMILES string: CC1(C)CCCC(C)(C)N1O.CC1(C)CCCC(C)(C)N1O.CC1(C)CCCC(C)(C)N1O.CC1(C)CCCC(C)(C)N1O.COCCOC.COCCOC.COCCOC
HOMO-LUMO gap, eV: 8.62

The geometry in ORCA input format:
```
! RIJCOSX wB97M-V def2-TZVPD def2/J DEFGRID3
* xyz 0 1
C -0.689 0.062 -2.495
O -0.189 0.998 -1.579
C 0.584 0.363 -0.585
C 0.630 1.167 0.674
O 1.318 0.358 1.611
C 1.603 1.022 2.821
H 0.103 -0.400 -3.095
H -1.384 0.567 -3.168
H -1.270 -0.699 -1.961
H 1.560 0.083 -1.008
H 0.162 -0.621 -0.318
H -0.381 1.397 1.037
H 1.139 2.130 0.529
H 0.687 1.266 3.380
H 2.152 1.955 2.660
H 2.170 0.310 3.418
C -1.430 4.724 -3.385
O -0.268 5.158 -2.735
C 0.047 4.465 -1.546
C 1.241 5.182 -0.964
O 1.732 4.404 0.120
C 2.808 5.021 0.751
H -2.281 5.299 -2.984
H -1.625 3.655 -3.270
H -1.423 4.998 -4.440
H 0.292 3.420 -1.762
H -0.808 4.491 -0.859
H 0.969 6.173 -0.578
H 2.005 5.329 -1.735
H 3.613 5.317 0.066
H 3.265 4.341 1.476
H 2.510 5.901 1.340
C 4.426 -3.745 0.011
O 4.673 -2.376 0.197
C 4.949 -2.039 1.536
C 6.092 -1.053 1.610
O 5.931 0.155 0.909
C 4.754 0.856 1.272
H 3.521 -4.082 0.537
H 5.291 -4.353 0.292
H 4.194 -3.927 -1.040
H 5.234 -2.897 2.159
H 4.040 -1.643 2.013
H 6.988 -1.531 1.200
H 6.387 -0.860 2.656
H 4.759 1.794 0.721
H 4.752 1.102 2.343
H 3.882 0.257 1.006
C -4.069 -6.344 -4.950
C -3.587 -4.997 -5.505
C -4.612 -3.886 -5.186
C -4.544 -3.429 -3.744
C -3.141 -3.019 -3.344
C -2.044 -4.046 -3.646
N -2.283 -4.641 -4.944
O -1.337 -5.672 -5.192
C -0.692 -3.319 -3.704
C -1.976 -5.028 -2.458
C -3.432 -5.078 -7.020
H -3.518 -7.176 -5.390
H -5.102 -6.547 -5.255
H -3.994 -6.361 -3.866
H -4.412 -3.074 -5.888
H -5.591 -4.336 -5.354
H -4.937 -4.203 -3.075
H -5.201 -2.568 -3.585
H -3.148 -2.740 -2.284
H -2.873 -2.058 -3.812
H -0.554 -2.765 -4.637
H -0.732 -2.603 -2.886
H 0.120 -4.043 -3.664
H -1.454 -5.914 -2.843
H -1.433 -4.638 -1.602
H -2.950 -5.420 -2.159
H -4.405 -5.043 -7.515
H -2.918 -6.001 -7.290
H -2.870 -4.230 -7.417
H -0.764 -5.280 -5.858
C -2.931 -4.889 2.563
C -3.621 -3.774 3.366
C -3.165 -3.689 4.816
C -1.786 -3.093 5.008
C -1.787 -1.678 4.405
C -2.249 -1.653 2.950
N -3.454 -2.438 2.782
O -3.982 -2.319 1.480
C -2.539 -0.205 2.578
C -1.088 -2.138 2.070
C -5.118 -4.080 3.361
H -1.871 -4.691 2.414
H -3.354 -4.936 1.559
H -3.033 -5.853 3.063
H -3.927 -3.170 5.402
H -3.198 -4.710 5.220
H -0.929 -3.673 4.675
H -1.693 -2.968 6.093
H -0.753 -1.312 4.394
H -2.312 -0.985 5.066
H -1.651 0.400 2.776
H -2.697 -0.117 1.499
H -3.422 0.184 3.083
H -0.693 -3.084 2.434
H -1.431 -2.296 1.039
H -0.275 -1.421 1.938
H -5.486 -4.373 2.372
H -5.742 -3.223 3.631
H -5.371 -4.924 4.007
H -4.893 -2.041 1.617
C 2.190 0.542 -8.354
C 1.087 1.598 -8.192
C -0.123 0.935 -7.565
C 0.023 0.653 -6.063
C 0.261 1.989 -5.406
C 1.501 2.702 -5.930
N 1.481 2.757 -7.387
O 2.636 3.391 -7.891
C 1.411 4.124 -5.387
C 2.818 2.127 -5.354
C 0.678 2.101 -9.585
H 3.070 0.956 -8.845
H 2.540 0.214 -7.372
H 1.835 -0.395 -8.784
H -1.015 1.564 -7.644
H -0.345 -0.022 -8.042
H -0.862 0.109 -5.727
H 0.899 0.054 -5.791
H 0.354 1.956 -4.311
H -0.574 2.700 -5.458
H 2.208 4.780 -5.741
H 1.375 4.155 -4.297
H 0.493 4.636 -5.695
H 3.226 1.301 -5.930
H 2.678 1.864 -4.306
H 3.603 2.883 -5.421
H -0.104 2.853 -9.496
H 1.550 2.495 -10.108
H 0.306 1.244 -10.150
H 2.296 4.088 -8.461
C 2.267 4.994 8.010
C 2.260 3.656 8.753
C 1.395 3.744 9.990
C -0.086 3.710 9.654
C -0.435 2.507 8.792
C 0.398 2.364 7.530
N 1.798 2.545 7.903
O 2.636 2.439 6.758
C 0.255 0.941 7.009
C -0.082 3.334 6.450
C 3.705 3.325 9.155
H 2.818 5.751 8.582
H 1.279 5.462 8.004
H 2.657 4.926 6.999
H 1.609 2.965 10.728
H 1.603 4.690 10.501
H -0.354 4.642 9.150
H -0.706 3.651 10.550
H -1.499 2.604 8.554
H -0.375 1.603 9.407
H 0.823 0.802 6.082
H 0.698 0.190 7.670
H -0.771 0.650 6.777
H -0.136 4.357 6.830
H 0.665 3.439 5.655
H -1.031 3.070 5.986
H 4.380 3.403 8.307
H 3.763 2.308 9.550
H 3.982 4.012 9.957
H 3.172 1.670 6.974
*
```

Löwdin population analysis, charges in e, atoms 1 to 2:
1 C -0.1252
2 O -0.1877


| no. | E_tot (Eh) | M (g/mol) |
| --- | --- | --- |
| 1 | -1755.06791 | 433.5 |
| 2 | -382.20246 | 103.1 |
| 3 | -325.87338 | 99.1 |
| 4 | -2863.59984 | 899.4 |